(1)
DFT (ωB97M-V with the def2-TZVPD basis set) results for the molecule C20H21BrN2O3.

Last column: natural (NBO) charge in e.
Atoms and positions in Å:
O -0.384 0.875 2.444  -0.58
C -1.019 1.033 1.438  0.83
O -1.158 2.229 0.836  -0.50
C -0.403 3.291 1.398  -0.12
C 1.057 3.010 1.312  0.44
N 2.008 3.572 1.981  -0.28
N 3.158 3.003 1.579  -0.28
C 2.859 2.114 0.681  0.44
C 3.765 1.233 -0.018  -0.06
C 5.119 1.244 0.318  -0.18
C 5.990 0.391 -0.329  -0.21
C 5.523 -0.474 -1.307  -0.20
C 4.180 -0.483 -1.647  -0.21
C 3.299 0.369 -1.007  -0.20
H 2.254 0.372 -1.276  0.22
H 3.815 -1.152 -2.412  0.22
H 6.208 -1.143 -1.807  0.22
H 7.038 0.397 -0.070  0.22
H 5.456 1.924 1.085  0.24
O 1.519 2.077 0.456  -0.41
H -0.662 4.180 0.818  0.22
H -0.664 3.447 2.451  0.23
C -1.710 -0.066 0.651  -0.15
C -3.141 0.328 0.272  -0.39
H -3.132 1.262 -0.292  0.22
C -3.764 -0.791 -0.563  -0.22
C -3.785 -2.088 0.245  -0.41
C -2.354 -2.476 0.618  -0.21
C -1.724 -1.366 1.458  -0.39
H -0.704 -1.631 1.742  0.23
H -2.293 -1.219 2.378  0.22
C -1.533 -2.685 -0.658  -0.47
C -1.530 -1.384 -1.440  0.09
C -0.883 -0.275 -0.630  -0.47
H -0.852 0.652 -1.207  0.23
H 0.141 -0.550 -0.364  0.23
C -2.943 -0.995 -1.840  -0.47
H -3.391 -1.781 -2.453  0.22
H -2.930 -0.075 -2.430  0.22
Br -0.443 -1.638 -3.095  -0.03
H -0.511 -2.976 -0.404  0.22
H -1.970 -3.485 -1.260  0.22
H -2.362 -3.407 1.194  0.22
H -4.380 -1.953 1.150  0.21
H -4.247 -2.885 -0.342  0.21
H -4.787 -0.511 -0.837  0.22
H -3.729 0.487 1.179  0.21

Cartesian forces (eV/Å) of the 2 atoms listed first:
O 0.02 0.11 0.08
C -0.17 -0.50 0.07

- gap between HOMO and LUMO (hartree) = 0.3424
- electronic energy (Eh) = -3684.02494
- lowest unoccupied orbital energy (eV) = 0.46
- charge = 0

(2)
DFT (ωB97M-V with the def2-TZVPD basis set) results for a structure of composition C20H21CaClFIN4O3.

Last column: natural (NBO) charge in e.
Atoms and positions in Å:
Ca 0.266 -0.039 -0.386  1.71
Cl 4.047 4.903 2.166  0.00
C 3.021 3.501 2.067  -0.05
C 2.063 3.306 3.010  -0.22
C 1.221 2.177 2.928  -0.27
I -0.180 1.871 4.442  0.12
C 1.274 1.223 1.921  0.40
O 0.450 0.217 1.822  -0.91
C 2.355 1.437 0.951  0.09
N 2.504 0.482 -0.021  -0.53
C 3.457 0.620 -0.918  0.08
C 4.345 1.708 -0.920  -0.25
C 4.213 2.667 0.039  -0.12
C 3.204 2.559 1.024  -0.10
H 1.951 4.017 3.817  0.24
H 3.531 -0.155 -1.673  0.20
H 5.116 1.776 -1.677  0.23
H 4.879 3.519 0.063  0.24
F -0.336 -0.165 -6.792  -0.34
C -0.284 -0.638 -5.522  0.35
C 0.919 -1.072 -5.016  -0.27
C 0.966 -1.560 -3.709  -0.25
C -0.178 -1.622 -2.891  -0.05
C -0.123 -2.142 -1.506  -1.06
C -1.379 -1.162 -3.465  -0.23
C -1.436 -0.677 -4.768  -0.27
H 1.805 -1.046 -5.642  0.22
H 1.910 -1.927 -3.315  0.20
H 0.736 -2.806 -1.351  0.20
H -1.036 -2.697 -1.253  0.19
H -2.286 -1.190 -2.871  0.20
H -2.369 -0.332 -5.203  0.22
N -2.311 -0.716 3.294  -0.53
C -1.491 -1.933 2.918  -0.25
C -2.300 -2.789 1.954  -0.25
N -2.731 -2.065 0.761  -0.62
C -3.518 -0.884 1.129  -0.25
C -2.793 0.052 2.083  -0.27
H -1.733 -0.061 3.843  0.45
H -3.104 -1.002 3.859  0.41
H -1.241 -2.467 3.835  0.21
H -0.588 -1.557 2.464  0.26
H -3.198 -3.158 2.463  0.18
H -1.706 -3.655 1.664  0.23
H -1.936 -1.806 0.192  0.38
H -4.453 -1.232 1.583  0.18
H -3.768 -0.320 0.233  0.25
H -3.434 0.863 2.432  0.22
H -1.915 0.472 1.611  0.28
O 0.132 2.090 -1.038  -0.56
N -0.947 2.251 -0.416  0.34
O -1.591 1.161 -0.215  -0.65

Cartesian forces (eV/Å) of the 2 atoms listed first:
Ca 0.25 -1.48 -0.61
Cl -0.03 -0.04 -0.01

- gap between HOMO and LUMO (hartree) = 0.2184
- electronic energy (Eh) = -2754.81074
- lowest unoccupied orbital energy (eV) = -0.45
- charge = 0

(3)
DFT (ωB97M-V with the def2-TZVPD basis set) results for a cluster of 15 separate species, C20H21Cl42I2N2 in total.

Last column: Löwdin charge in e.
Atoms and positions in Å:
C -0.503 3.500 1.680  -0.19
C 0.108 2.277 1.060  -0.74
I 1.973 2.557 0.070  0.97
C -0.423 1.066 1.087  -0.73
I -2.267 0.812 2.103  0.98
N 0.280 -0.008 0.438  -0.17
C 1.283 -0.817 0.916  -0.15
C 1.585 -1.597 -0.091  -0.13
N 0.810 -1.271 -1.164  0.10
C 0.009 -0.293 -0.812  -0.13
H 0.204 4.322 1.620  0.05
H -1.349 3.792 1.051  0.09
H -0.865 3.327 2.689  0.05
H 1.685 -0.753 1.908  0.08
H 2.339 -2.363 -0.127  0.05
H 0.807 -1.686 -2.090  0.01
H -0.742 0.233 -1.371  0.13
C -2.443 -3.442 2.051  -1.47
Cl -1.642 -4.848 2.738  0.53
Cl -1.255 -2.309 1.392  0.54
Cl -3.595 -3.925 0.802  0.56
H -2.992 -2.939 2.839  0.02
C 5.353 2.489 2.694  -1.54
Cl 4.488 0.952 2.570  0.46
Cl 6.425 2.489 4.090  0.55
Cl 6.247 2.812 1.210  0.51
H 4.622 3.277 2.826  0.01
C -3.064 2.039 -3.778  -1.52
Cl -3.877 0.560 -3.273  0.53
Cl -1.964 2.592 -2.504  0.48
Cl -2.185 1.799 -5.281  0.54
H -3.808 2.811 -3.937  0.01
C -3.385 -8.714 3.196  -1.54
Cl -1.776 -9.340 2.825  0.52
Cl -3.645 -7.164 2.391  0.48
Cl -4.628 -9.878 2.741  0.54
H -3.446 -8.554 4.265  0.01
C 4.075 -3.882 2.293  -1.48
Cl 4.005 -2.127 2.091  0.55
Cl 3.578 -4.312 3.924  0.56
Cl 3.060 -4.691 1.095  0.56
H 5.099 -4.201 2.144  0.02
C -1.725 6.705 -3.251  -1.55
Cl -2.954 5.618 -2.591  0.50
Cl -2.101 7.132 -4.917  0.55
Cl -1.575 8.148 -2.249  0.53
H -0.775 6.186 -3.240  0.01
C 6.466 6.455 -1.119  -1.55
Cl 5.221 5.210 -0.948  0.47
Cl 6.117 7.500 -2.495  0.54
Cl 6.606 7.397 0.363  0.53
H 7.412 5.962 -1.299  0.01
C -1.911 -4.995 -2.062  -1.51
Cl -0.981 -3.499 -1.869  0.53
Cl -1.821 -5.562 -3.732  0.60
Cl -1.332 -6.227 -0.950  0.56
H -2.946 -4.779 -1.828  -0.02
C 1.226 -0.757 -5.246  -1.51
Cl 0.865 0.713 -4.334  0.52
Cl 0.394 -2.166 -4.563  0.49
Cl 0.772 -0.551 -6.932  0.57
H 2.294 -0.935 -5.199  0.01
C -5.505 0.751 5.247  -1.55
Cl -5.589 0.704 3.477  0.47
Cl -7.012 1.354 5.921  0.55
Cl -5.121 -0.846 5.889  0.53
H -4.710 1.430 5.529  0.01
C -4.617 -4.306 -5.075  -1.58
Cl -5.821 -5.406 -4.407  0.54
Cl -5.002 -3.889 -6.743  0.55
Cl -4.488 -2.847 -4.082  0.50
H -3.658 -4.806 -5.062  -0.08
C 3.753 -4.462 -3.803  -1.51
Cl 5.355 -4.406 -3.079  0.55
Cl 2.607 -3.486 -2.867  0.51
Cl 3.797 -3.910 -5.477  0.55
H 3.406 -5.488 -3.790  0.02
C -1.261 10.981 0.816  -1.56
Cl -2.813 11.587 1.393  0.53
Cl -0.297 12.285 0.125  0.53
Cl -0.381 10.175 2.119  0.51
H -1.453 10.252 0.038  -0.02
C 2.348 -1.651 6.375  -1.56
Cl 1.493 -1.414 4.845  0.49
Cl 3.279 -0.213 6.793  0.54
Cl 1.217 -2.064 7.661  0.55
H 3.038 -2.476 6.249  -0.02

Cartesian forces (eV/Å) of the 2 atoms listed first:
C 0.23 0.15 -0.88
C 0.50 0.48 0.10

- gap between HOMO and LUMO (hartree) = 0.3315
- electronic energy (Eh) = -20807.33245
- lowest unoccupied orbital energy (eV) = -2.86
- charge = +1

(4)
DFT (ωB97M-V with the def2-TZVPD basis set) results for the molecule C20H21ClN4O2.

Last column: natural (NBO) charge in e.
Atoms and positions in Å:
C 8.033 -1.622 -0.123  -0.62
H 9.103 -1.653 0.070  0.23
H 7.847 -2.194 -1.030  0.20
H 7.530 -2.102 0.715  0.21
C 7.589 -0.172 -0.273  -0.49
C 6.096 0.076 -0.396  0.68
O 5.618 1.180 -0.208  -0.65
N 5.332 -0.975 -0.766  -0.62
H 5.725 -1.900 -0.795  0.40
C 3.898 -0.836 -0.867  -0.21
H 3.700 0.135 -1.328  0.22
H 3.504 -1.620 -1.513  0.21
C 3.220 -0.895 0.516  -0.46
C 1.835 -0.365 0.447  0.40
N 0.773 -1.116 0.368  -0.47
C -0.291 -0.257 0.303  0.11
C -1.652 -0.525 0.215  -0.23
C -2.511 0.560 0.171  0.12
C -2.024 1.878 0.212  -0.25
C -0.677 2.155 0.298  -0.24
C 0.189 1.073 0.342  0.14
N 1.555 0.975 0.426  -0.37
C 2.458 2.091 0.521  -0.43
H 3.486 1.781 0.341  0.26
H 2.185 2.840 -0.223  0.21
H 2.393 2.547 1.513  0.20
H -0.320 3.173 0.331  0.22
H -2.729 2.697 0.177  0.20
N -3.904 0.415 0.079  -0.59
C -4.652 -0.723 0.092  0.67
O -4.212 -1.848 0.206  -0.60
C -6.123 -0.467 -0.026  -0.14
C -6.659 0.561 -0.796  -0.19
C -8.029 0.730 -0.884  -0.24
C -8.869 -0.132 -0.196  -0.02
C -8.354 -1.173 0.561  -0.23
C -6.985 -1.339 0.634  -0.16
H -6.559 -2.151 1.204  0.24
H -9.019 -1.844 1.081  0.23
Cl -10.579 0.089 -0.296  0.01
H -8.446 1.522 -1.487  0.23
H -6.016 1.221 -1.362  0.22
H -4.410 1.289 0.051  0.40
H -2.019 -1.535 0.187  0.26
H 3.810 -0.302 1.218  0.23
H 3.176 -1.925 0.868  0.24
H 8.052 0.268 -1.160  0.23
H 7.930 0.415 0.583  0.23

Cartesian forces (eV/Å) of the 2 atoms listed first:
C 0.01 0.18 -0.01
H 0.04 -0.08 -0.01

- gap between HOMO and LUMO (hartree) = 0.3122
- electronic energy (Eh) = -1604.51017
- lowest unoccupied orbital energy (eV) = 0.62
- charge = 0

(5)
DFT (ωB97M-V with the def2-TZVPD basis set) results for the molecule C20H21ClN4O2.

Last column: natural (NBO) charge in e.
Atoms and positions in Å:
O -2.935 -2.107 0.303  -0.60
O 1.663 -1.883 0.335  -0.62
Cl -3.846 1.203 4.372  -0.01
N 0.036 2.026 3.598  -0.45
C -1.721 -2.000 0.160  0.67
C 1.317 -1.130 1.228  0.70
C -1.237 2.039 4.048  0.02
C 0.406 1.022 2.824  0.38
C -3.396 -1.296 -3.814  -0.21
C -2.830 -0.224 -4.505  -0.22
C -2.808 -1.744 -2.626  -0.23
C -1.821 0.012 2.888  -0.22
C -1.628 0.371 -4.079  -0.21
C -2.197 1.072 3.709  -0.09
C -1.632 -1.150 -2.139  0.21
C -0.462 -0.097 2.494  0.09
C -1.018 -0.077 -2.896  -0.04
N -1.054 -1.593 -0.986  -0.65
N 0.014 -1.224 1.763  -0.43
N 1.728 1.094 2.367  -0.42
C -0.843 -2.374 1.369  -0.31
C 1.473 -0.348 -2.905  -0.60
C 0.293 0.553 -2.469  -0.43
C 2.476 2.349 2.202  -0.21
C 2.330 -0.049 1.638  -0.12
C 3.608 2.002 1.235  -0.41
C 3.189 0.665 0.581  -0.39
H -1.535 2.867 4.686  0.21
H -4.295 -1.780 -4.203  0.22
H -3.285 0.061 -5.453  0.21
H -3.229 -2.576 -2.071  0.23
H -2.528 -0.751 2.616  0.25
H -1.146 1.137 -4.671  0.21
H -0.047 -1.478 -0.936  0.43
H -1.482 -2.693 2.218  0.24
H -0.245 -3.240 1.074  0.26
H 1.367 -1.326 -2.424  0.20
H 2.466 0.089 -2.648  0.21
H 1.427 -0.584 -3.965  0.21
H 0.373 0.662 -1.394  0.20
H 0.401 1.524 -2.935  0.22
H 2.906 2.736 3.117  0.21
H 1.796 3.118 1.735  0.20
H 3.032 -0.482 2.350  0.21
H 4.541 1.821 1.797  0.20
H 3.779 2.793 0.465  0.23
H 4.039 0.117 0.219  0.23
H 2.558 0.874 -0.278  0.20

Cartesian forces (eV/Å) of the 2 atoms listed first:
O 0.99 0.24 -0.75
O 0.01 -0.28 0.21

- gap between HOMO and LUMO (hartree) = 0.3109
- electronic energy (Eh) = -1604.46124
- lowest unoccupied orbital energy (eV) = 0.56
- charge = 0